ORCA calculation (ωB97M-V with the def2-TZVPD basis set) on C2ClF4NO2 in the gas phase at a distorted geometry.

Computed properties:
expectation value of S²: 2.010
F_max: 6.6 eV/A
HOMO energy (alpha / beta): -8.408 / -11.103 eV
frontier orbital gap (alpha / beta): 8.9 / 6.2 eV
2S+1: 3
E_tot: -1140.8360 a.u.
energy above the lowest of the compared OMol25 structures with the same formula, charge and spin: 0.0000 eV

Atoms and positions in Å:
1 C -0.16655 -0.44334 -0.50126
2 C 0.49586 -0.73796 0.91419
3 N -0.29820 1.07477 -0.60195
4 O 0.16810 1.68330 -1.57149
5 O -0.75967 1.53448 0.39366
6 F 0.37765 -0.85189 -1.61810
7 F -1.48908 -0.96986 -0.52329
8 F 1.41777 0.16918 1.26105
9 F -0.50866 -0.73522 1.88377
10 Cl 1.19589 -2.36960 0.89181

***

ORCA calculation (ωB97M-V with the def2-TZVPD basis set) on 2 unconnected molecules or ions with the total composition C2ClN2O6 at a distorted geometry.

Computed properties:
charge: -1
F_max: 3.9 eV/A
HOMO energy (alpha / beta): -3.284 / -3.283 eV
frontier orbital gap (alpha / beta): 6.3 / 6.3 eV
2S+1: 1
E_tot: -1097.2385 a.u.
energy above the lowest of the compared OMol25 structures with the same formula, charge and spin: 3.5927 eV

Atoms and positions in Å:
1 C -2.94392 0.73830 -2.10905
2 C 1.67055 -1.27993 0.56168
3 N 2.15697 -0.38856 -0.53207
4 N 0.34678 -0.97079 0.60666
5 O -3.58510 -0.07616 -1.64446
6 O -2.24759 1.51876 -2.54983
7 O 2.97756 0.46751 -0.21211
8 O 1.47823 -0.44845 -1.54637
9 O -0.53786 -1.76689 1.05363
10 O 2.15187 -2.23071 1.11201
11 Cl -0.54974 0.44986 -0.02535

***

ORCA calculation (ωB97M-V with the def2-TZVPD basis set) on a molecular structure, C2ClNa4O10 at a distorted geometry.

Computed properties:
charge: -1
F_max: 6.9 eV/A
HOMO energy: -1.973 eV
frontier orbital gap: 2.1 eV
2S+1: 1
E_tot: -1937.7335 a.u.
energy above the lowest of the compared OMol25 structures with the same formula, charge and spin: 5.1216 eV

Atoms and positions in Å:
1 Na 2.27002 -1.16463 2.12905
2 Na -1.67177 -0.89725 -3.52445
3 Na -2.27791 -1.30621 0.73622
4 Na 4.23991 -1.81243 -0.50618
5 Cl 0.54517 -1.46774 -0.90590
6 O 0.47236 -1.88994 0.43291
7 O 1.90906 -1.65308 -1.33998
8 O -0.44407 -2.16281 -1.72661
9 O 0.27703 -0.06347 -0.84171
10 C 1.80968 2.12950 2.19022
11 O 2.72053 1.92473 3.05236
12 O 1.56191 3.22820 1.71391
13 O 1.16308 1.26853 1.64717
14 C -3.09052 1.03913 -0.77326
15 O -2.40359 0.17548 -1.39409
16 O -2.84605 1.31923 0.36983
17 O -4.23484 1.33277 -1.25950

***

ORCA calculation (ωB97M-V with the def2-TZVPD basis set) on a molecular structure, C2DyF3NO3S2 at a distorted geometry.

Computed properties:
expectation value of S²: 12.049
F_max: 2.3 eV/A
HOMO energy (alpha / beta): -7.203 / -7.220 eV
frontier orbital gap (alpha / beta): 6.4 / 5.2 eV
2S+1: 7
E_tot: -2337.6849 a.u.

Atoms and positions in Å:
1 N -1.23982 -1.32010 1.26553
2 S 0.17975 -2.22743 1.80679
3 S -1.03914 -0.41211 0.00596
4 C -0.56991 -1.54590 -1.48830
5 F 0.73147 -1.76929 -1.65582
6 F -1.18553 -2.72279 -1.39083
7 F -1.02068 -0.94582 -2.60133
8 O -0.39754 4.09541 0.37782
9 C 0.54060 3.57299 0.82200
10 O 1.48960 3.26016 1.42802
11 O 0.34836 0.36273 0.04425
12 Dy 2.16284 -0.34786 1.38592

***

ORCA calculation (ωB97M-V with the def2-TZVPD basis set) on C2F2N2 in the gas phase at a distorted geometry.

Computed properties:
F_max: 2.1 eV/A
HOMO energy: -12.244 eV
frontier orbital gap: 11.8 eV
2S+1: 1
E_tot: -385.3356 a.u.
energy above the lowest of the compared OMol25 structures with the same formula, charge and spin: 0.0000 eV

Atoms and positions in Å:
1 N -1.14252 1.71538 -1.04477
2 C -0.59831 0.81271 -0.59684
3 C 0.01953 -0.21122 0.25438
4 F -0.74106 -0.53937 1.31648
5 N 1.07385 -0.79102 -0.09685
6 F 1.71780 -1.68415 0.71303

***

ORCA calculation (ωB97M-V with the def2-TZVPD basis set) on a molecular structure, C2F2NO3S at a distorted geometry.

Computed properties:
charge: -1
expectation value of S²: 2.009
F_max: 4.9 eV/A
HOMO energy (alpha / beta): -2.811 / -5.804 eV
frontier orbital gap (alpha / beta): 6.1 / 6.5 eV
2S+1: 3
E_tot: -954.4534 a.u.
energy above the lowest of the compared OMol25 structures with the same formula, charge and spin: 0.3560 eV

Atoms and positions in Å:
1 C -0.08302 -0.80929 -0.97200
2 C 0.60828 0.62848 -0.80144
3 N -0.55930 0.22479 1.28074
4 O 0.34014 -1.43236 -1.90751
5 O -0.88424 -1.04886 -0.03942
6 O -1.52778 0.50180 1.87521
7 F 1.94295 0.70209 -0.58321
8 F 0.38316 -0.72216 2.32723
9 S -0.22019 1.95551 -1.17960

***

ORCA calculation (ωB97M-V with the def2-TZVPD basis set) on a molecular structure, C2F3NO3S2Yb at a distorted geometry.

Computed properties:
charge: +1
expectation value of S²: 0.755
F_max: 2.6 eV/A
HOMO energy (alpha / beta): -11.990 / -11.932 eV
frontier orbital gap (alpha / beta): 6.1 / 4.8 eV
2S+1: 2
E_tot: -2611.0594 a.u.
energy above the lowest of the compared OMol25 structures with the same formula, charge and spin: 0.8799 eV

Atoms and positions in Å:
1 N 1.06979 1.54584 1.49424
2 S 0.25618 2.48605 0.22736
3 S 1.39273 0.04502 1.16511
4 C 2.61595 0.00606 -0.32341
5 F 2.09547 0.36776 -1.49285
6 F 3.66607 0.78394 -0.07206
7 F 3.05952 -1.25225 -0.44388
8 O -5.14625 -2.08616 0.08461
9 C -4.32455 -1.32107 -0.14343
10 O -3.52250 -0.51191 -0.40429
11 O 0.20538 -0.66813 0.39756
12 Yb -1.36778 0.60484 -0.48896

***

ORCA calculation (ωB97M-V with the def2-TZVPD basis set) on a molecular structure, C2F5FeNO4S2 at a distorted geometry.

Computed properties:
charge: +1
expectation value of S²: 8.760
F_max: 8.4 eV/A
HOMO energy (alpha / beta): -14.808 / -14.970 eV
frontier orbital gap (alpha / beta): 9.2 / 7.5 eV
2S+1: 6
E_tot: -2990.7486 a.u.

Atoms and positions in Å:
1 Fe -1.10700 -2.57653 1.07598
2 N 0.31039 0.14718 0.14151
3 S -0.29762 -0.65672 -1.24519
4 O 0.82944 -0.69553 -2.17001
5 O -0.80584 -1.97366 -0.71224
6 C -1.79203 0.11060 -2.08651
7 F -2.53803 0.62568 -1.05689
8 F -1.30138 1.22396 -2.71788
9 S 0.20239 -0.49801 1.65933
10 O -1.28820 -0.70654 1.88454
11 O 0.74238 -1.91759 1.70956
12 C 1.55152 1.22085 0.81266
13 F 0.68909 2.21132 1.08536
14 F 2.35473 2.04438 0.09831
15 F 2.54861 0.34875 0.99976

***

ORCA calculation (ωB97M-V with the def2-TZVPD basis set) on a molecular structure, C2F5HgNO4S2 at a distorted geometry.

Computed properties:
charge: -1
expectation value of S²: 0.755
F_max: 3.4 eV/A
HOMO energy (alpha / beta): -4.096 / -6.416 eV
frontier orbital gap (alpha / beta): 6.5 / 8.5 eV
2S+1: 2
E_tot: -1881.0505 a.u.

Atoms and positions in Å:
1 Hg -1.24706 -0.86260 -2.62628
2 F -2.65342 2.13037 0.28248
3 N -0.00581 0.50556 1.25171
4 S -0.22236 1.14441 -0.17297
5 O 0.25843 2.52371 -0.17368
6 O 0.16983 0.29501 -1.31831
7 C -2.07832 1.20267 -0.45110
8 F -2.23422 -0.33290 -4.37065
9 S 0.31199 -1.11769 1.46407
10 O -2.65530 0.22089 -0.89069
11 O 0.25017 -1.33746 2.94079
12 C 2.19330 -1.09307 1.10084
13 F 2.40350 -0.38491 -0.01459
14 F 2.89928 -0.56032 2.08215
15 F 2.60999 -2.33367 0.89624

***

ORCA calculation (ωB97M-V with the def2-TZVPD basis set) on 2 unconnected molecules or ions with the total composition C2F5I at a distorted geometry.

Computed properties:
F_max: 1.6 eV/A
HOMO energy (alpha / beta): -10.258 / -8.930 eV
frontier orbital gap (alpha / beta): 9.3 / 8.0 eV
2S+1: 1
E_tot: -873.0898 a.u.
energy above the lowest of the compared OMol25 structures with the same formula, charge and spin: 3.7770 eV

Atoms and positions in Å:
1 C -1.66332 0.74033 0.13397
2 C 1.71811 -0.76961 -0.29030
3 F -1.51755 0.77705 -1.19131
4 F -2.02324 1.92647 0.66436
5 F -2.52092 -0.22995 0.52535
6 F 0.89534 -1.53772 0.38623
7 F 2.32333 -1.49201 -1.23285
8 I 2.78826 0.58543 1.00456

***

ORCA calculation (ωB97M-V with the def2-TZVPD basis set) on a molecular structure, C2F6NO4PrS2 at a distorted geometry.

Computed properties:
charge: +2
expectation value of S²: 2.484
F_max: 4.5 eV/A
HOMO energy (alpha / beta): -16.976 / -18.469 eV
frontier orbital gap (alpha / beta): 5.2 / 9.1 eV
2S+1: 3
E_tot: -2343.6691 a.u.

Atoms and positions in Å:
1 Pr 0.73812 2.62159 1.60457
2 N 0.12188 -0.69571 0.14536
3 S 1.21153 0.03974 -0.76262
4 O 1.01768 -0.15413 -2.17807
5 O 1.43793 1.42551 -0.25558
6 C 2.76138 -0.89899 -0.28873
7 F 2.54901 -2.17900 -0.49490
8 F 3.03044 -0.68495 0.98026
9 F 3.74134 -0.46644 -1.05101
10 S -1.41040 -0.51256 0.55910
11 O -1.93094 -1.85032 0.77583
12 C -2.88629 0.47364 0.00548
13 F -3.82865 0.41500 0.92346
14 F -2.58343 1.73159 -0.22218
15 F -3.34988 -0.02413 -1.12594
16 O -0.61970 0.75915 1.38498

***

ORCA calculation (ωB97M-V with the def2-TZVPD basis set) on a molecular structure, C2F6O6S2Sn at a distorted geometry.

Computed properties:
charge: +1
expectation value of S²: 0.770
F_max: 5.6 eV/A
HOMO energy (alpha / beta): -13.041 / -12.714 eV
frontier orbital gap (alpha / beta): 4.3 / 2.8 eV
2S+1: 2
E_tot: -2136.9631 a.u.
energy above the lowest of the compared OMol25 structures with the same formula, charge and spin: 1.5707 eV

Atoms and positions in Å:
1 Sn 1.27824 -2.28286 1.43657
2 C -3.19759 -0.52287 2.56565
3 F -4.49819 -0.35460 2.72435
4 F -2.54531 0.56472 3.03973
5 F -2.88242 -1.62120 3.25376
6 S -2.77104 -0.81764 0.72566
7 O -3.77912 -1.70356 0.16690
8 O -2.65817 0.49107 0.12336
9 O -1.45565 -1.47657 0.68870
10 C 3.55947 1.54501 -1.71748
11 F 3.48500 2.51363 -2.55867
12 F 4.63085 0.91670 -2.11897
13 F 3.64779 2.05529 -0.56350
14 S 2.03118 0.35777 -1.92364
15 O 2.09838 -0.17199 -3.26573
16 O 2.21343 -0.67463 -0.87362
17 O 0.84314 1.18173 -1.70307

***

ORCA calculation (ωB97M-V with the def2-TZVPD basis set) on a molecular structure, C2H10BInO2 at a distorted geometry.

Computed properties:
charge: +2
F_max: 3.8 eV/A
HOMO energy: -19.204 eV
frontier orbital gap: 4.5 eV
2S+1: 1
E_tot: -446.6851 a.u.
energy above the lowest of the compared OMol25 structures with the same formula, charge and spin: 1.0996 eV

Atoms and positions in Å:
1 In 0.29581 -1.08165 0.68678
2 B 3.02712 -2.53409 0.84596
3 H 2.78569 -3.24803 1.70279
4 H 2.31205 -2.63495 -0.03424
5 H 2.95819 -1.44263 1.28634
6 H 4.17091 -2.62712 0.60370
7 C -2.11482 0.99771 -0.92902
8 C -1.33549 2.06810 -0.14130
9 O 0.05452 1.68277 -0.14295
10 O -1.97236 -0.26599 -0.22229
11 H -1.71391 0.86595 -1.93581
12 H -3.16741 1.24642 -1.07784
13 H -1.74544 2.27573 0.84606
14 H -1.40269 3.02800 -0.65528
15 H 0.65082 2.39300 -0.41300
16 H -2.80299 -0.72320 -0.41993

***

ORCA calculation (ωB97M-V with the def2-TZVPD basis set) on a molecular structure, C2H10CdN3 at a distorted geometry.

Computed properties:
charge: -1
F_max: 2.9 eV/A
HOMO energy: -3.079 eV
frontier orbital gap: 7.0 eV
2S+1: 1
E_tot: -414.1278 a.u.
energy above the lowest of the compared OMol25 structures with the same formula, charge and spin: 0.0000 eV

Atoms and positions in Å:
1 C 0.77260 -1.98995 1.64029
2 Cd -0.54304 -0.84958 0.53399
3 N -1.70968 1.29564 -0.68172
4 N 1.00029 -0.07070 -1.56628
5 H -1.26740 2.13756 -0.30043
6 H -1.90402 -0.51498 -0.43539
7 H 0.17652 -2.27473 2.54917
8 H 1.61784 -1.37823 2.05462
9 H 1.18578 -2.80439 1.03446
10 H 1.27063 0.89816 -1.52692
11 H 0.46326 -0.20966 -2.43478
12 H 1.86288 -0.63041 -1.65598
13 H -1.60917 1.28930 -1.69122
14 H -2.70407 1.33560 -0.44429
15 N 0.92583 2.39574 1.63916
16 C 0.46175 1.37065 1.28532

***

ORCA calculation (ωB97M-V with the def2-TZVPD basis set) on a molecular structure, C2H10CdN3S at a distorted geometry.

Computed properties:
charge: -1
F_max: 3.2 eV/A
HOMO energy: -2.943 eV
frontier orbital gap: 6.3 eV
2S+1: 1
E_tot: -812.3553 a.u.
energy above the lowest of the compared OMol25 structures with the same formula, charge and spin: 0.0000 eV

Atoms and positions in Å:
1 C -2.59407 0.38966 -1.60399
2 Cd -0.69058 0.89487 -0.76015
3 N 1.43954 0.25022 1.09122
4 N 0.86879 -0.80625 -1.87736
5 H 1.16963 -0.74192 1.07143
6 H 0.71004 1.43097 0.13276
7 H -3.43959 0.95932 -1.14365
8 H -2.66368 -0.69737 -1.40057
9 H -2.51684 0.61552 -2.68635
10 H 0.92383 -1.65983 -1.32040
11 H 1.81886 -0.46173 -2.01986
12 H 0.51703 -1.09454 -2.79792
13 H 2.39187 0.44364 0.75856
14 H 1.32455 0.67020 2.02004
15 S -1.21834 -1.73083 0.71745
16 C -1.26386 -1.09431 2.22410
17 N -1.25786 -0.65932 3.32728

***

ORCA calculation (ωB97M-V with the def2-TZVPD basis set) on a molecular structure, C2H10CdN3Se at a distorted geometry.

Computed properties:
charge: -1
F_max: 3.5 eV/A
HOMO energy: -1.447 eV
frontier orbital gap: 4.8 eV
2S+1: 1
E_tot: -2815.5445 a.u.
energy above the lowest of the compared OMol25 structures with the same formula, charge and spin: 0.2307 eV

Atoms and positions in Å:
1 C 1.60596 1.85182 1.08107
2 Cd 0.39121 0.17105 1.28190
3 N -1.39615 -1.83220 -0.03591
4 N 1.64232 -0.94272 -0.65817
5 H -1.00053 -1.14984 -0.78617
6 H -0.93817 -1.55588 0.89436
7 H 1.22360 2.79814 1.54091
8 H 1.51668 2.10518 -0.01474
9 H 2.70601 1.76039 1.26693
10 H 1.11594 -0.61930 -1.50169
11 H 1.68827 -1.97038 -0.68170
12 H 2.58864 -0.59313 -0.76427
13 H -1.07629 -2.81979 -0.18309
14 H -2.40906 -1.74940 0.06738
15 Se -3.94533 1.94427 -1.12630
16 C -2.37991 1.46623 -0.42557
17 N -1.33319 1.13558 0.04504

***

ORCA calculation (ωB97M-V with the def2-TZVPD basis set) on a molecular structure, C2H10ClMnNO2 at a distorted geometry.

Computed properties:
charge: +3
expectation value of S²: 12.009
F_max: 4.3 eV/A
HOMO energy (alpha / beta): -21.490 / -21.277 eV
frontier orbital gap (alpha / beta): 8.1 / 5.4 eV
2S+1: 7
E_tot: -1897.3581 a.u.

Atoms and positions in Å:
1 Mn 3.14648 3.83098 2.80042
2 N -1.49133 1.33826 1.12554
3 H -0.52258 1.14780 0.91258
4 H -2.21184 1.17770 0.43620
5 H -1.64293 2.27609 1.46847
6 H -1.64118 0.84936 1.99652
7 Cl 1.80002 2.38108 1.34214
8 C 1.09732 -1.14003 -1.11962
9 C -0.29994 -1.88853 -1.19524
10 O -1.22358 -1.42206 -0.24760
11 O 0.89062 0.24722 -1.04035
12 H 1.66327 -1.44225 -2.00079
13 H 1.59968 -1.43531 -0.19845
14 H -0.07013 -2.95400 -1.20301
15 H -0.64490 -1.70091 -2.21205
16 H -2.00059 -1.97780 -0.34251
17 H 1.55154 0.71237 -0.52226

***

ORCA calculation (ωB97M-V with the def2-TZVPD basis set) on a molecular structure, C2H10HgN2Te.

Computed properties:
charge: +1
expectation value of S²: 0.761
F_max: 0.3 eV/A
HOMO energy (alpha / beta): -11.100 / -12.510 eV
frontier orbital gap (alpha / beta): 7.7 / 7.0 eV
2S+1: 2
E_tot: -612.8332 a.u.

Atoms and positions in Å:
1 Hg 0.01137 -1.13215 -0.62313
2 C -0.78962 0.49109 3.52082
3 Te -1.69128 -0.05686 1.68665
4 C -1.55382 1.86509 0.81109
5 H 0.05773 1.14374 3.33220
6 H -0.46600 -0.41022 4.03350
7 H -1.55150 1.00223 4.10405
8 H -2.31469 2.49912 1.25791
9 H -1.72844 1.77283 -0.25737
10 H -0.56169 2.26644 0.99807
11 N 2.39111 -1.16764 -2.92571
12 N 1.03898 -1.64322 -2.91890
13 H 2.74219 -1.11455 -3.87506
14 H 2.96084 -1.80785 -2.39082
15 H 0.95521 -2.62168 -3.18337
16 H 0.49962 -1.08637 -3.56995